1.
The following is a quantum chemistry calculation of C42H37AlN3P2 as an isolated structure, from OMol25.

The geometry in XYZ format:
```
85
Properties=species:S:1:pos:R:3:mulliken_charge:R:1
Al -0.41 0.59 1.08 -1.43
C 3.74 0.93 0.32 -0.92
C 4.23 0.61 1.59 -1.12
C 3.35 0.27 2.59 -0.44
C 1.99 0.24 2.32 0.76
N 1.52 0.58 1.09 1.74
C 2.39 0.91 0.11 -0.11
C 0.95 -0.19 3.27 0.02
C 1.13 -0.59 4.54 -0.58
C -0.03 -1.02 5.29 -1.12
C -1.22 -1.17 4.69 -1.37
C -1.36 -0.88 3.27 0.85
N -0.31 -0.21 2.68 0.48
C -2.41 -1.21 2.47 0.71
C -3.69 -1.71 2.93 -0.99
C -4.81 -1.42 2.26 -1.82
C -4.70 -0.63 1.05 -0.90
C -3.53 -0.39 0.47 -0.47
N -2.27 -0.88 1.03 2.45
H 4.41 1.19 -0.49 0.57
H 5.29 0.63 1.78 0.49
H 3.71 0.00 3.58 0.55
H 1.96 1.18 -0.85 0.36
H 2.10 -0.59 5.01 0.55
H 0.08 -1.25 6.34 0.49
H -2.08 -1.52 5.24 0.52
H -3.73 -2.25 3.87 0.52
H -5.78 -1.74 2.61 0.50
H -5.59 -0.23 0.58 0.57
H -3.44 0.15 -0.45 0.38
C -1.51 -0.14 -2.22 -1.48
C -1.16 1.35 -2.06 -1.48
P -1.36 2.18 -0.44 1.81
C -3.08 2.54 -0.08 0.55
C -3.41 2.89 1.22 -0.63
C -4.72 3.22 1.53 -0.90
C -5.69 3.21 0.54 -0.63
C -5.35 2.88 -0.77 -0.88
C -4.04 2.54 -1.09 0.21
C -0.50 3.75 -0.49 0.87
C -1.15 4.81 -1.14 -0.80
C -0.52 6.04 -1.25 -0.79
C 0.74 6.23 -0.70 -0.63
C 1.38 5.19 -0.03 -0.89
C 0.76 3.95 0.07 -0.31
C -0.71 -1.10 -1.31 -1.36
P -1.54 -2.09 -0.02 1.97
C -0.29 -2.95 0.90 0.53
C 1.08 -2.82 0.65 -0.28
C 1.99 -3.57 1.38 -0.89
C 1.54 -4.45 2.35 -0.66
C 0.18 -4.61 2.59 -0.97
C -0.74 -3.87 1.85 -0.35
C -2.65 -3.23 -0.80 1.40
C -2.16 -3.87 -1.95 -1.02
C -2.92 -4.85 -2.56 -0.89
C -4.15 -5.21 -2.02 -0.59
C -4.61 -4.60 -0.87 -0.93
C -3.87 -3.61 -0.25 -0.37
H -1.25 -0.39 -3.25 0.59
H -2.58 -0.32 -2.15 0.20
H -1.72 1.94 -2.80 0.88
H -0.11 1.52 -2.32 0.58
H -2.65 2.92 2.00 0.50
H -4.98 3.50 2.54 0.50
H -6.71 3.48 0.78 0.48
H -6.11 2.89 -1.54 0.49
H -3.80 2.29 -2.11 0.37
H -2.14 4.68 -1.55 0.41
H -1.02 6.85 -1.76 0.45
H 1.22 7.19 -0.78 0.44
H 2.35 5.35 0.42 0.48
H 1.26 3.17 0.63 0.30
H 0.18 -0.60 -0.87 -0.25
H -0.24 -1.86 -1.93 1.40
H 1.46 -2.15 -0.12 0.30
H 3.05 -3.48 1.18 0.54
H 2.25 -5.05 2.91 0.48
H -0.17 -5.32 3.32 0.51
H -1.80 -4.03 2.01 0.40
H -1.20 -3.63 -2.38 0.36
H -2.55 -5.34 -3.45 0.46
H -4.73 -5.99 -2.50 0.44
H -5.56 -4.90 -0.44 0.48
H -4.23 -3.17 0.66 0.38
```

## Properties
Relative energy (zero: lowest compared OMol25 entry of this formula, charge and spin)   67.3 kcal/mol
HOMO energy   -0.5457 Ha
Multiplicity   1
Net charge   +3
Frontier orbital gap   5.9 eV

2.
The following is a quantum chemistry calculation of a 3-piece molecular cluster, C26H59IO10P2 overall at a distorted geometry, from OMol25.

The geometry in XYZ format:
```
98
Properties=species:S:1:pos:R:3:mulliken_charge:R:1
C -0.62 2.28 4.74 -0.78
C -0.20 3.40 3.76 -0.52
C -1.14 3.60 2.53 -0.69
C -2.57 3.00 2.65 -0.73
C -2.62 1.65 1.90 0.13
C -4.04 1.10 1.65 -0.62
C -4.78 0.52 2.87 -1.54
C -4.07 -0.63 3.64 0.11
O -3.02 -0.03 4.45 0.12
C -3.47 0.11 5.78 -1.01
C -3.57 -1.79 2.76 1.00
O -4.59 -2.75 2.50 -0.43
C -4.97 -3.49 3.66 -0.77
C -2.23 -2.44 3.27 -1.04
I -1.88 -4.33 2.23 0.05
C -1.00 -1.55 2.90 1.09
C 0.36 -2.31 3.06 -1.66
H -0.90 1.39 4.17 0.04
H -1.50 2.62 5.29 0.24
H 0.19 1.98 5.42 0.47
H 0.80 3.12 3.37 0.20
H -0.04 4.33 4.33 0.32
H -1.22 4.67 2.30 0.38
H -0.66 3.14 1.65 0.29
H -3.24 3.68 2.08 0.50
H -2.96 2.97 3.67 0.20
H -1.98 0.89 2.36 -0.44
H -2.17 1.82 0.91 0.59
H -4.65 1.96 1.29 0.63
H -4.10 0.37 0.83 -0.12
H -5.78 0.16 2.60 0.52
H -4.96 1.33 3.60 0.42
H -4.81 -0.98 4.38 0.68
H -4.43 0.64 5.84 0.37
H -3.52 -0.88 6.27 0.32
H -2.75 0.70 6.36 0.22
H -3.31 -1.41 1.76 -0.60
H -6.06 -3.59 3.70 0.30
H -4.61 -3.07 4.61 0.29
H -4.53 -4.50 3.59 0.28
H -2.32 -2.59 4.35 0.43
H -0.92 -0.69 3.58 -0.63
H -1.10 -1.16 1.88 0.21
H 1.09 -1.54 3.38 0.45
H 0.33 -3.04 3.87 0.38
H 0.72 -2.71 2.11 0.42
C -0.83 -2.79 -6.91 -0.93
C -1.40 -3.67 -5.81 -0.37
O -1.38 -3.02 -4.54 -0.26
P -2.42 -1.78 -4.26 1.06
O -3.74 -2.51 -4.20 -0.81
O -2.21 -1.55 -2.65 -0.41
C -3.33 -1.41 -1.77 -0.10
C -3.57 -2.70 -1.00 -0.79
O -1.32 -0.60 -4.60 -0.40
C -0.23 -0.24 -3.74 -0.02
C 0.83 -1.30 -3.58 -0.65
H -1.45 -1.91 -7.07 0.28
H -0.77 -3.35 -7.85 0.40
H 0.17 -2.44 -6.65 0.18
H -2.43 -3.97 -6.05 0.29
H -0.80 -4.57 -5.71 0.31
H -4.22 -1.11 -2.32 0.34
H -3.09 -0.60 -1.07 0.05
H -3.59 -3.56 -1.66 0.44
H -4.51 -2.65 -0.45 0.37
H -2.76 -2.87 -0.29 -0.07
H -0.60 0.10 -2.77 0.11
H 0.22 0.64 -4.20 0.33
H 0.48 -2.13 -2.97 0.25
H 1.70 -0.87 -3.07 0.24
H 1.15 -1.69 -4.54 0.13
C 6.51 0.96 -5.16 -0.94
C 6.35 0.07 -3.93 -0.31
O 6.31 0.83 -2.73 -0.27
P 4.97 1.72 -2.40 1.24
O 3.95 0.65 -2.11 -0.77
O 5.28 2.16 -0.84 -0.40
C 4.26 2.04 0.16 -0.40
C 4.51 0.82 1.03 -1.11
O 5.60 3.14 -2.95 -0.41
C 6.62 3.89 -2.28 -0.20
C 7.97 3.22 -2.21 -0.90
H 5.63 1.60 -5.29 0.28
H 6.64 0.35 -6.05 0.40
H 7.37 1.62 -5.05 0.18
H 5.45 -0.55 -4.02 0.25
H 7.21 -0.60 -3.85 0.31
H 3.27 2.01 -0.29 0.36
H 4.31 2.94 0.78 0.32
H 4.69 -0.07 0.42 0.28
H 3.66 0.63 1.68 0.34
H 5.40 0.96 1.64 0.33
H 6.28 4.21 -1.29 0.23
H 6.72 4.81 -2.87 0.34
H 7.97 2.39 -1.51 0.26
H 8.72 3.94 -1.86 0.41
H 8.28 2.84 -3.18 0.16
```

## Properties
HOMO energy   -0.3306 Ha
Multiplicity   1
Frontier orbital gap   8.5 eV

3.
The following is a quantum chemistry calculation of one molecule with the formula C3H2N2OS at a distorted geometry, from OMol25.

The geometry in XYZ format:
```
9
Properties=species:S:1:pos:R:3:mulliken_charge:R:1
S -1.29 1.95 1.42 -0.21
C 0.08 1.23 0.99 -0.30
C 0.20 0.08 0.02 0.23
C -0.74 -0.67 -0.62 0.04
O -0.10 -1.60 -1.31 -0.11
N 1.27 -1.41 -1.13 -0.17
N 1.44 -0.41 -0.39 -0.24
H 0.91 1.34 1.67 0.33
H -1.78 -0.51 -0.65 0.44
```

## Properties
Relative energy (zero: lowest compared OMol25 entry of this formula, charge and spin)   49.1 kcal/mol
HOMO energy   -0.3444 Ha
Multiplicity   1
Frontier orbital gap   8.2 eV

4.
The following is a quantum chemistry calculation of one molecule with the formula C5H6ClNOS at a distorted geometry, from OMol25.

The geometry in XYZ format:
```
15
Properties=species:S:1:pos:R:3:mulliken_charge:R:1
C -0.14 -1.13 0.23 0.39
C -0.32 -0.23 1.34 0.63
C 1.15 0.44 -0.99 0.23
C -1.45 -0.52 2.24 -1.15
C 0.73 0.66 -2.42 -1.33
N 0.07 1.03 1.37 -0.40
O -0.22 -2.22 -0.03 -0.29
S 0.79 1.73 0.08 0.06
Cl 2.92 0.01 -0.99 -0.22
H -1.28 -0.45 3.29 0.31
H -1.85 -1.55 2.15 0.35
H -2.31 -0.01 1.88 0.32
H 1.38 1.36 -2.87 0.43
H -0.29 1.12 -2.38 0.31
H 0.80 -0.25 -2.91 0.36
```

## Properties
Relative energy (zero: lowest compared OMol25 entry of this formula, charge and spin)   48.1 kcal/mol
HOMO energy (alpha / beta)   -0.3114 / -0.3114 Ha
Multiplicity   1
Frontier orbital gap (alpha / beta)   7.3 / 7.3 eV

5.
The following is a quantum chemistry calculation of one molecule with the formula C4H7NS2 at a distorted geometry, from OMol25.

The geometry in XYZ format:
```
14
Properties=species:S:1:pos:R:3:mulliken_charge:R:1
S -2.40 1.23 -0.50 -0.33
C -1.77 0.10 0.45 -0.03
N -0.74 -0.68 0.18 -0.06
C 0.31 -1.16 1.02 -0.50
C 0.59 -0.59 -0.37 -0.18
C 1.15 0.77 -0.24 -0.67
S 0.95 1.38 -1.96 -0.26
H -2.23 -0.26 1.42 0.27
H 0.40 -2.30 1.19 0.22
H 0.54 -0.71 2.04 0.24
H 0.75 -1.15 -1.27 0.44
H 0.62 1.46 0.41 0.41
H 2.21 0.67 -0.02 0.33
H -0.38 1.24 -2.35 0.13
```

## Properties
Relative energy (zero: lowest compared OMol25 entry of this formula, charge and spin)   54.8 kcal/mol
HOMO energy   -0.3152 Ha
Multiplicity   1
Frontier orbital gap   9.1 eV

6.
The following is a quantum chemistry calculation of C37H32AsCaCl5I2N4OSi2 as an isolated structure, from OMol25.

The geometry in XYZ format:
```
85
Properties=species:S:1:pos:R:3:mulliken_charge:R:1
Ca -0.20 0.05 0.37 1.79
N 2.36 7.31 7.61 -0.61
C 2.09 6.52 6.82 -0.02
C 1.75 5.53 5.84 0.68
C 0.46 5.00 5.82 -0.94
C 0.13 4.05 4.88 -0.18
C 1.08 3.62 3.95 -1.09
C 2.37 4.16 3.98 0.23
C 2.71 5.10 4.92 -1.07
C 0.73 2.60 2.92 0.91
C 0.39 1.33 3.43 -0.20
C 0.55 0.91 4.78 -0.66
C 0.08 -0.38 4.85 -1.33
C -0.36 -0.70 3.55 -0.46
N -0.17 0.30 2.70 0.35
C 0.79 3.06 1.61 -0.51
C 0.93 4.42 1.20 -0.25
C 0.94 4.43 -0.17 -1.59
C 0.84 3.06 -0.56 -0.51
N 0.74 2.26 0.48 0.96
H -0.28 5.35 6.54 0.43
H -0.86 3.62 4.85 0.51
H 3.09 3.82 3.25 0.47
H 3.71 5.52 4.95 0.46
H 0.98 1.49 5.58 0.52
H 0.06 -1.03 5.71 0.39
H -0.80 -1.63 3.22 0.48
H 0.98 5.28 1.85 0.55
H 1.03 5.27 -0.83 0.46
H 0.86 2.67 -1.57 0.66
Cl -1.18 -0.02 -2.70 -0.22
C -2.25 1.22 -2.00 1.52
C -2.14 1.45 -0.65 -1.40
C -2.99 2.42 -0.17 0.21
Cl -2.94 2.77 1.56 -0.21
C -3.90 3.12 -0.95 -0.30
Cl -4.96 4.32 -0.28 -0.23
C -3.96 2.85 -2.32 0.53
Cl -5.06 3.71 -3.33 -0.23
C -3.12 1.88 -2.86 -0.27
Cl -3.18 1.54 -4.55 -0.22
I 1.86 -4.96 0.85 -0.02
C -0.14 -4.52 0.49 -0.68
C -1.07 -5.56 0.40 -0.39
C -2.41 -5.33 0.20 -0.23
I -3.70 -6.96 0.04 -0.04
C -2.89 -3.99 0.14 0.80
C -4.24 -3.62 0.04 -0.67
C -4.59 -2.30 0.07 -1.14
C -3.58 -1.33 0.20 -0.28
N -2.30 -1.64 0.27 0.68
C -1.94 -2.94 0.23 -0.29
C -0.50 -3.18 0.34 0.54
O 0.29 -2.20 0.35 -0.45
H -0.71 -6.58 0.47 0.31
H -5.00 -4.39 -0.05 0.14
H -5.62 -1.98 0.00 0.40
H -3.82 -0.28 0.25 0.43
C 4.42 2.41 1.00 -0.70
Si 4.60 1.35 -0.56 0.19
C 6.42 0.79 -0.57 -1.14
C 4.48 2.58 -2.02 -1.24
As 3.11 -0.40 -0.41 0.06
Si 3.28 -1.15 -2.58 0.32
C 5.05 -1.52 -3.20 -1.18
C 2.33 -2.78 -2.75 -0.69
C 2.56 -0.01 -3.93 -0.79
H 5.25 3.13 1.08 0.44
H 4.42 1.78 1.89 0.31
H 3.48 2.97 0.98 -0.11
H 7.10 1.65 -0.60 0.30
H 6.64 0.15 -1.42 0.21
H 6.63 0.22 0.34 0.29
H 5.17 3.41 -1.84 0.40
H 3.48 2.98 -2.12 0.30
H 4.76 2.11 -2.97 0.33
H 5.60 -2.13 -2.47 0.29
H 5.62 -0.60 -3.36 0.26
H 5.01 -2.06 -4.15 0.37
H 2.74 -3.56 -2.12 0.16
H 2.35 -3.12 -3.79 0.34
H 1.28 -2.65 -2.46 -0.01
H 2.98 0.99 -3.89 0.23
H 1.48 0.08 -3.81 0.03
H 2.76 -0.43 -4.92 0.32
```

## Properties
HOMO energy   -0.0490 Ha
Multiplicity   1
Net charge   -2
Frontier orbital gap   4.6 eV

Per-record molecular weight, g/mol: 672.71, 720.60, 114.13, 163.63, 133.24, 1150.94